Entry from the Open Molecules 2025 dataset: the ion C4H10N2O with charge -1 (wB97M-V/def2-TZVPD).

Summary:
spin multiplicity = 2
frontier orbital gap (spin up / spin down) = 0.116 / 0.247 Ha
molecular weight = 102.14 g mol⁻¹
net charge = -1
LUMO level (spin up / spin down) = 3.7 / 3.6 eV
<S²> = 0.75
strongest force on any atom = 1.6 eV/A
energy = -9336.100 eV

CARTESIAN COORDINATES (ANGSTROEM)
C1 0.13 -0.21 -0.31
C2 0.52 -1.67 -0.56
C3 1.59 -1.78 -1.60
O1 1.47 -1.24 -2.76
N1 -0.89 -0.11 0.77
C4 -0.89 1.19 1.41
N2 -0.82 2.32 0.50
H1 -0.16 0.24 -1.25
H2 0.99 0.28 0.15
H3 0.76 -2.11 0.40
H4 -0.39 -2.14 -1.01
H5 2.35 -2.57 -1.43
H6 -1.84 -0.27 0.50
H7 -1.81 1.29 1.99
H8 -0.04 1.17 2.11
H9 -1.08 3.18 0.97
H10 0.11 2.44 0.12

Results of the natural (NBO) charge analysis, in e, for atoms 1 through 2: number 1, C, carries -0.269; number 2, C, carries -0.511



Entry from the Open Molecules 2025 dataset: an isolated molecule of C4H11N3S (wB97M-V/def2-TZVPD).

Summary:
frontier orbital gap = 0.355 Ha
molecular weight = 133.22 g mol⁻¹
net charge = 0
LUMO level = 0.8 eV
strongest force on any atom = 3.8 eV/A
energy = -19628.250 eV
SMILES = C[C@H]1CNS(=N)(=N)C1

CARTESIAN COORDINATES (ANGSTROEM)
C1 1.05 1.27 -1.08
C2 0.11 1.30 0.17
C3 -1.38 0.92 -0.13
N1 -1.35 -0.54 -0.54
S1 0.00 -1.26 0.33
N2 -0.75 -2.29 1.24
N3 1.09 -1.74 -0.61
C4 0.57 0.27 1.12
H1 0.49 0.78 -1.89
H2 1.97 0.67 -0.81
H3 1.18 2.32 -1.43
H4 0.12 2.29 0.70
H5 -1.87 0.89 0.91
H6 -1.87 1.46 -0.95
H7 -2.13 -1.05 -0.24
H8 -0.28 -3.20 1.13
H9 0.96 -2.72 -1.05
H10 1.70 0.18 0.92
H11 0.39 0.45 2.19

Results of the natural (NBO) charge analysis, in e, for atoms 1 through 2: number 1, C, carries -0.628; number 2, C, carries -0.255



Entry from the Open Molecules 2025 dataset: a cluster of 3 separate species, C3H12NO2S in total (wB97M-V/def2-TZVPD).

Summary:
spin multiplicity = 2
frontier orbital gap (spin up / spin down) = 0.369 / 0.241 Ha
molecular weight = 126.20 g mol⁻¹
net charge = 0
LUMO level (spin up / spin down) = 0.6 / -2.9 eV
<S²> = 0.75
strongest force on any atom = 3.5 eV/A
energy = -19723.234 eV

CARTESIAN COORDINATES (ANGSTROEM)
C1 1.43 -0.97 1.18
N1 0.59 -1.94 0.37
C2 -0.78 -1.88 0.77
C3 -1.55 -0.65 0.32
S1 -1.15 0.12 -1.22
H1 2.29 -0.55 0.66
H2 1.69 -1.62 2.05
H3 1.17 0.10 1.34
H4 0.76 -1.50 -0.55
H5 -1.36 -2.75 0.39
H6 -0.70 -1.97 1.84
H7 -1.65 0.09 1.13
H8 -2.63 -0.82 0.19
H9 0.62 1.57 -0.50
H10 1.64 2.43 -1.08
O1 1.44 2.03 -0.22
H11 -0.81 3.28 -1.70
H12 -0.57 2.04 -2.46
O2 -0.44 2.99 -2.54

Results of the natural (NBO) charge analysis, in e, for atoms 1 through 2: number 1, C, carries -0.494; number 2, N, carries -0.604